No. 1
Density functional theory data (ωB97M-V/def2-TZVPD) for the molecule C6H11NO.

Computed properties:
**ΔE to the lowest compared entry with this formula, charge and spin**: 90.73 kcal/mol
**Net charge**: 0
**Total energy**: -365.08688 Ha
**LUMO**: 0.7 eV

The geometry in XYZ format:
```
19
Properties=species:S:1:pos:R:3:forces:R:3
C -1.961652 -0.230426 0.605025 0.0 0.2 -0.2
C 2.076055 -0.419601 -0.630514 -0.2 -0.2 0.1
H -0.273804 -0.483877 -2.379248 0.1 0.0 0.2
H -1.858881 0.361057 1.511530 0.0 0.1 0.0
H 3.056648 -0.684246 -0.270298 0.0 -0.4 0.2
H -1.761412 -1.202994 -1.812943 -0.1 0.0 0.1
H 0.792408 0.814263 2.085369 0.1 -0.1 -0.1
C 1.213667 0.218916 0.173353 1.1 2.3 -1.2
H -2.055876 -1.282099 0.865917 0.0 -0.2 -0.1
H 2.163276 -0.145103 1.936708 -0.1 0.0 -0.1
O -0.428428 2.079124 0.648185 0.0 -0.1 0.0
C -0.055383 1.141289 -0.296870 1.3 -2.4 1.5
H 0.317355 2.682770 0.742667 -0.1 0.1 -0.1
H -0.218125 -1.870182 -1.270802 -0.1 0.0 0.0
H 1.863221 -0.615334 -1.664578 0.0 0.2 -0.1
C -0.796753 -0.021680 -0.325829 -2.1 1.0 -0.6
N 1.562349 0.534997 1.493669 -0.3 0.0 0.2
H -2.889560 0.066558 0.101213 0.1 0.0 0.1
C -0.745107 -0.943434 -1.512554 0.4 -0.4 0.1
```
Positions in Å, forces in eV/Å.

Results of the natural (NBO) charge analysis, in e, for atoms 1 through 4: number 1, C, carries -0.68; number 2, C, carries -0.59; number 3, H, carries 0.23; number 4, H, carries 0.23



No. 2
Density functional theory data (ωB97M-V/def2-TZVPD) for the molecule C6H11NO.

Computed properties:
**ΔE to the lowest compared entry with this formula, charge and spin**: 138.55 kcal/mol
**Net charge**: 0
**Total energy**: -365.01067 Ha
**LUMO**: 1.0 eV

The geometry in XYZ format:
```
19
Properties=species:S:1:pos:R:3:forces:R:3
H 1.130718 -1.978798 1.393295 1.5 -1.0 2.8
H -0.392101 -2.441559 0.747255 -0.2 -0.3 0.0
C 0.424581 -0.508148 0.397105 -4.0 -0.1 -1.1
C -2.428980 -0.047556 -0.794518 -0.3 -0.4 -0.6
H 3.007827 -0.261687 0.225679 1.3 -1.8 0.0
H 2.713701 1.294493 1.048202 0.7 -0.7 -0.9
H -2.690799 0.676241 -1.574979 -0.6 0.3 0.5
H 1.104704 -2.533137 -0.172388 0.7 -0.6 -1.6
C 1.127818 0.542455 0.157165 -1.6 0.3 -0.8
H -3.316697 -0.556324 -0.359894 0.4 0.7 -0.3
C -1.536205 0.595073 0.249649 2.4 -4.0 -1.0
H -1.970857 -0.794735 -1.460328 0.5 -0.1 0.7
C 2.570234 0.664162 0.115226 0.3 4.4 0.5
C 0.567683 -1.996993 0.543828 -1.6 2.4 -0.2
H -1.002298 2.011073 -0.975960 -0.9 0.5 -2.4
H 2.944445 1.330652 -0.732666 -0.4 -1.3 0.9
N -0.944834 1.771979 -0.042875 1.7 1.2 1.0
O 0.508942 1.773067 -0.003635 0.8 0.7 0.8
H -1.817890 0.459734 1.239832 -0.6 -0.1 1.6
```
Positions in Å, forces in eV/Å.

Results of the natural (NBO) charge analysis, in e, for atoms 1 through 4: number 1, H, carries 0.22; number 2, H, carries 0.23; number 3, C, carries -0.03; number 4, C, carries -0.67



No. 3
Density functional theory data (ωB97M-V/def2-TZVPD) for the molecule C6H11NO.

Computed properties:
**ΔE to the lowest compared entry with this formula, charge and spin**: 64.23 kcal/mol
**Net charge**: 0
**Total energy**: -365.12911 Ha
**LUMO**: 0.9 eV

The geometry in XYZ format:
```
19
Properties=species:S:1:pos:R:3:forces:R:3
H -0.332778 -2.761662 -0.847341 -0.6 0.6 -0.1
C -0.220995 -1.701026 -0.565011 -1.2 -1.5 0.1
H 3.449404 -0.180556 -0.069431 0.1 -0.7 0.3
H -0.887421 0.200761 -2.414942 -0.4 1.5 1.4
H -1.400340 1.946155 -1.693103 0.1 -0.7 0.2
H 2.544313 -1.271277 1.180168 1.4 -0.2 0.4
H -2.608246 1.798886 0.527357 -0.3 0.8 0.0
C 1.396613 -0.048277 0.208807 -3.6 0.8 -2.3
C 2.713062 -0.300301 0.728349 0.8 0.8 1.4
H 0.604000 0.173904 0.954512 0.8 0.2 0.0
N 0.932759 -1.291789 -0.462947 1.9 1.3 0.0
C -1.498984 0.218080 -0.357575 -1.6 3.6 -2.7
H 2.871765 0.520943 1.450952 0.5 -0.7 0.1
O -1.431873 -1.100570 -0.206673 1.5 -2.0 -0.1
C -1.232771 0.870572 -1.539052 0.1 -2.4 0.3
H -1.324620 1.010394 1.484438 0.0 0.6 0.9
C -2.156200 0.882270 0.811155 0.9 -1.2 0.0
H -2.859542 0.197216 1.292493 0.0 0.2 -0.2
H 1.441862 0.836281 -0.482149 -0.5 -0.9 0.3
```
Positions in Å, forces in eV/Å.

Results of the natural (NBO) charge analysis, in e, for atoms 1 through 4: number 1, H, carries 0.17; number 2, C, carries 0.40; number 3, H, carries 0.22; number 4, H, carries 0.21



No. 4
Density functional theory data (ωB97M-V/def2-TZVPD) for a cluster of 2 separate species, C6H11NO2 in total.

Computed properties:
**ΔE to the lowest compared entry with this formula, charge and spin**: 58.85 kcal/mol
**Net charge**: 0
**Total energy**: -440.39346 Ha
**LUMO**: 0.7 eV

The geometry in XYZ format:
```
20
Properties=species:S:1:pos:R:3:forces:R:3
H 3.228201 -2.127837 0.062706 0.1 -0.1 0.1
O -0.764724 0.936604 -1.625905 1.2 -0.5 0.3
H 4.554103 -1.022897 -0.326046 0.0 0.0 0.0
H -1.637960 1.617994 1.327646 0.1 -0.4 0.0
C 2.072476 0.841422 -0.498003 0.8 -0.4 0.4
O 1.559541 1.998680 -0.844751 -0.1 -0.1 -0.1
H -1.959475 -1.011577 1.515978 0.1 0.0 0.0
C 3.644127 -1.140343 0.264855 0.0 -0.4 0.1
H -3.218823 -1.856254 0.634998 0.0 -0.1 0.0
C -2.523429 -0.081400 -0.371050 0.8 -0.2 0.3
H 3.916851 -1.081161 1.318946 0.0 -0.1 0.0
H -1.549062 -1.958961 0.075765 0.1 -0.1 0.0
H -2.864454 -0.389983 -1.359258 0.2 0.1 0.0
N -1.004021 1.576218 0.549061 0.9 -0.1 0.5
C -2.291040 -1.299263 0.519884 -0.3 0.0 0.0
C 2.679827 -0.112582 -0.076571 -0.5 1.2 -0.5
H -0.080428 1.958035 0.701185 -0.1 0.2 -0.3
H 0.776236 1.833071 -1.420379 -0.2 -0.2 0.0
H -3.298817 0.553948 0.061409 0.0 0.1 0.0
C -1.239128 0.766286 -0.510470 -3.1 1.0 -1.0
```
Positions in Å, forces in eV/Å.

Results of the natural (NBO) charge analysis, in e, for atoms 1 through 4: number 1, H, carries 0.23; number 2, O, carries -0.63; number 3, H, carries 0.23; number 4, H, carries 0.40



No. 5
Density functional theory data (ωB97M-V/def2-TZVPD) for the molecule C6H11NO2.

Computed properties:
**ΔE to the lowest compared entry with this formula, charge and spin**: 118.67 kcal/mol
**Net charge**: 0
**Total energy**: -440.29812 Ha
**LUMO (alpha / beta)**: -1.3 / -1.3 eV

The geometry in XYZ format:
```
20
Properties=species:S:1:pos:R:3:forces:R:3
H -0.619767 -2.390248 -0.366883 0.0 0.0 0.0
H 1.049940 -1.807170 -0.294384 0.0 0.0 0.0
N 2.495188 0.594467 0.104074 0.0 0.5 1.5
H 0.616213 -0.387009 -2.366690 0.0 0.0 0.0
C 2.410446 1.072254 1.206481 1.1 -0.3 -1.3
H -0.010954 -1.661959 1.116768 0.0 0.0 0.0
C 0.655573 1.210013 1.520038 -1.5 -0.1 -1.0
H 0.440579 0.282087 2.078544 0.4 0.1 0.0
C -0.427898 -0.237030 -0.482318 -0.2 0.3 0.4
H -0.700614 0.793554 -2.361679 0.0 0.0 0.0
H 3.140136 1.457485 1.902994 -0.1 -0.1 0.1
O 0.483811 0.795866 -0.056632 -0.1 0.2 0.5
H -1.854785 0.100106 1.137221 0.0 0.0 0.0
O 0.245480 2.298446 1.839612 0.4 -0.6 -0.3
C -1.824514 0.117203 0.047401 0.1 -0.2 -0.2
C -0.395826 -0.191851 -2.009571 0.1 0.0 0.2
H -1.068430 -0.942613 -2.429189 0.0 0.0 0.0
C 0.028525 -1.607552 0.028131 0.0 0.2 -0.1
H -2.548830 -0.608940 -0.325796 0.0 0.0 0.0
H -2.114272 1.112891 -0.288121 0.0 0.0 0.0
```
Positions in Å, forces in eV/Å.

Results of the natural (NBO) charge analysis, in e, for atoms 1 through 4: number 1, H, carries 0.22; number 2, H, carries 0.22; number 3, N, carries -0.04; number 4, H, carries 0.22



No. 6
Density functional theory data (ωB97M-V/def2-TZVPD) for the molecule C6H11NO2Si.

Computed properties:
**ΔE to the lowest compared entry with this formula, charge and spin**: 40.18 kcal/mol
**Net charge**: 0
**Total energy**: -729.81830 Ha
**LUMO**: 0.5 eV

The geometry in XYZ format:
```
21
Properties=species:S:1:pos:R:3:forces:R:3
H -3.317122 -0.279291 0.128689 -1.2 -0.8 -0.8
O 3.609661 -1.817572 -0.052820 -0.2 0.4 0.1
H -1.161768 0.777481 -1.824984 -0.8 -0.8 -0.4
C -0.759569 -0.222058 -1.575999 0.2 1.9 2.5
C -0.408332 -1.598072 1.335794 1.7 0.3 0.1
H 3.702661 0.844871 -1.155684 -2.0 -0.6 1.0
C -2.775978 0.270036 0.845225 1.5 2.1 -0.9
C 2.742686 0.445262 -0.578041 1.0 3.3 -1.3
H -0.534759 -2.459224 0.686674 0.2 -0.3 -0.1
O -0.137886 1.268525 0.877556 1.6 0.6 0.2
Si -0.958586 -0.098668 0.367317 0.2 0.1 -0.8
H -1.159578 -1.691870 2.111144 0.3 -0.2 0.6
H 2.150878 2.670707 -1.022940 0.7 1.1 -0.6
N 0.629507 2.152303 0.162331 -1.8 0.6 0.1
H 0.219535 -0.148237 -2.032561 0.3 -0.8 0.3
C 3.169642 -0.756008 -0.243839 -1.0 0.4 0.1
C 1.672848 1.939799 -0.454680 2.0 -5.4 0.9
H -3.089647 0.005400 1.841148 0.0 0.0 0.3
H -1.328496 -1.104659 -1.750326 -0.6 -0.4 -1.1
H 0.699741 -1.580640 1.728123 -2.3 0.0 -0.6
H -2.965433 1.381910 0.607881 0.2 -1.6 0.6
```
Positions in Å, forces in eV/Å.

Results of the natural (NBO) charge analysis, in e, for atoms 1 through 4: number 1, H, carries 0.23; number 2, O, carries -0.47; number 3, H, carries 0.24; number 4, C, carries -1.11